Density functional theory data (ωB97M-V/def2-TZVPD) for a molecular structure, C14H26B2F4N8O6Zn.

The geometry in XYZ format:
```
61
Properties=species:S:1:pos:R:3:forces:R:3:mulliken_charge:R:1
Zn 0.700 1.033 -0.188 0.12 0.02 0.01 1.8791
C 5.016 -0.074 -1.010 0.15 -0.03 -0.02 -1.7053
C 3.647 0.480 -1.025 -0.17 -0.19 0.43 0.2670
N 2.740 0.203 -0.082 0.02 -0.13 0.03 0.6733
O 3.111 -0.525 0.911 0.01 0.20 -0.10 -0.4347
B 1.952 -0.701 2.011 0.16 -0.18 -0.25 0.4480
F 2.393 -1.654 2.833 0.04 -0.14 0.15 -0.3098
F 0.827 -1.052 1.240 -0.22 -0.08 -0.06 -0.1568
O 1.740 0.555 2.692 -0.04 0.43 -0.03 -0.5425
N 1.208 1.483 1.841 0.03 -0.10 0.20 0.3661
C 1.141 2.692 2.244 -0.03 0.02 -0.17 0.2797
C 1.564 3.179 3.580 0.03 -0.04 0.09 -1.7792
C 0.634 3.661 1.205 0.08 -0.17 -0.05 0.3546
N 0.421 3.128 0.065 -0.11 0.22 -0.01 0.4379
O 0.055 3.938 -0.971 0.19 0.05 0.44 -0.5489
B -0.016 3.171 -2.195 0.08 -0.12 -0.27 0.5746
F -0.467 3.884 -3.222 -0.06 0.11 -0.11 -0.2916
F -0.673 1.948 -1.965 -0.18 -0.19 -0.02 -0.2424
O 1.473 2.712 -2.611 0.15 -0.09 0.16 -0.4376
N 1.926 1.792 -1.839 0.03 0.04 -0.14 0.6925
C 3.186 1.380 -2.023 -0.44 0.31 -0.12 0.3094
C 4.035 1.856 -3.137 0.09 0.00 -0.06 -1.7187
C 0.494 5.104 1.520 -0.09 0.07 -0.01 -1.8285
H 5.277 -0.455 -0.028 -0.02 0.00 0.00 0.4306
H 5.737 0.682 -1.317 0.04 0.00 -0.01 0.4268
H 5.078 -0.896 -1.727 0.04 -0.04 -0.01 0.3495
H 2.185 2.441 4.078 -0.01 0.00 0.01 0.4200
H 0.682 3.365 4.198 -0.01 0.01 0.04 0.3568
H 2.103 4.120 3.492 0.02 0.01 0.01 0.4238
H 3.453 2.408 -3.868 -0.01 -0.01 0.00 0.4101
H 4.525 1.008 -3.615 0.04 0.00 -0.04 0.4278
H 4.822 2.510 -2.753 0.00 0.01 -0.01 0.3815
H 0.023 5.234 2.495 0.00 0.03 -0.02 0.4343
H -0.090 5.608 0.754 0.02 0.00 0.01 0.4293
H 1.479 5.572 1.570 0.02 0.02 -0.02 0.3660
N -1.401 0.473 0.336 -0.08 -0.06 0.09 -0.5869
C -2.036 -0.419 -0.552 -0.29 0.52 0.18 -0.5237
C -3.087 -1.339 0.005 0.07 0.06 0.14 -0.4940
C -3.977 -2.034 -1.030 -0.14 -0.01 -0.06 -0.7630
C -3.812 -3.535 -1.232 -0.03 -0.12 -0.17 -0.9036
N -4.129 -4.323 -0.041 -0.04 -0.04 0.17 -0.1365
C -3.265 -4.949 0.753 -0.08 -0.06 0.03 0.7895
N -1.954 -4.775 0.624 0.13 0.08 -0.13 -0.2219
N -3.726 -5.752 1.716 0.00 0.02 -0.02 -0.3883
C -0.561 -1.471 -1.293 0.63 -0.29 -0.27 0.6058
O -0.960 -2.585 -1.340 -0.22 -0.32 0.07 -0.5554
O 0.332 -0.711 -1.516 -0.05 0.27 0.01 -0.4346
H -1.374 0.138 1.296 -0.05 0.01 -0.06 0.2769
H -1.805 1.408 0.298 0.09 0.01 -0.12 0.3324
H -2.262 0.061 -1.505 0.03 -0.05 0.04 0.4297
H -3.713 -0.663 0.603 0.01 -0.09 0.00 0.4478
H -2.648 -2.034 0.726 0.02 -0.02 0.00 0.3790
H -3.864 -1.560 -2.006 0.04 0.01 -0.05 0.3897
H -5.017 -1.855 -0.748 0.00 -0.02 -0.02 0.4492
H -2.824 -3.812 -1.591 -0.07 0.06 0.04 0.3626
H -4.510 -3.859 -2.006 0.03 0.04 0.01 0.3899
H -5.107 -4.499 0.137 0.03 0.02 -0.01 0.2459
H -1.563 -4.165 -0.082 -0.05 -0.05 0.08 0.1119
H -1.311 -5.320 1.174 0.00 0.00 -0.01 0.2460
H -4.707 -5.959 1.799 0.02 -0.02 -0.01 0.1978
H -3.099 -6.252 2.323 -0.01 0.02 0.02 0.2110
```
Forces are in eV/Å.

The charge is +2. The value obtained for the LUMO energy (spin up / spin down) is -0.2983 / -0.2984 Eh. Its multiplicity is 1.